1.
C61H49FN4O2P3SiSn as an isolated structure at a distorted geometry. Source: OMol25; level of theory: the ωB97M-V functional and the def2-TZVPD basis.

## Properties
Multiplicity: 2
Charge: -2
Relative energy (zero: lowest compared OMol25 entry of this formula, charge and spin) (kcal/mol): 12.1
LUMO level (spin up / spin down) (eV): 4.0 / 4.0
Orbital gap (spin up / spin down) (eV): 3.91 / 5.42
Maximum force (eV/A): 1.73

Positions of all 122 atoms, in Å:
Sn  -1.279  0.092  1.537
C  3.343  -5.907  1.537
C  2.030  -6.250  1.246
C  1.156  -5.300  0.753
C  1.578  -3.987  0.536
C  2.901  -3.652  0.840
C  3.772  -4.601  1.332
P  0.496  -2.630  -0.076
C  -1.032  -3.623  -0.281
C  -1.780  -3.703  0.891
C  -3.028  -4.291  0.896
C  -3.550  -4.805  -0.282
C  -2.812  -4.731  -1.453
C  -1.557  -4.144  -1.457
C  1.241  -2.477  -1.741
C  1.527  -3.605  -2.500
C  2.004  -3.468  -3.791
C  2.196  -2.199  -4.314
C  1.966  -1.084  -3.526
C  1.498  -1.192  -2.223
Si  1.224  0.290  -1.007
C  1.302  1.820  -2.205
C  2.458  2.483  -2.602
C  2.414  3.655  -3.336
C  1.192  4.197  -3.701
C  0.024  3.570  -3.309
C  0.078  2.399  -2.563
P  -1.439  1.558  -1.971
C  -1.964  0.722  -3.501
C  -3.284  0.269  -3.596
C  -3.680  -0.531  -4.648
C  -2.767  -0.897  -5.630
C  -1.450  -0.467  -5.536
C  -1.053  0.328  -4.478
C  -2.640  2.953  -1.917
C  -3.465  3.372  -2.960
C  -4.444  4.323  -2.738
C  -4.624  4.865  -1.475
C  -3.793  4.470  -0.437
C  -2.812  3.526  -0.658
C  3.058  0.286  -0.335
C  4.204  -0.040  -1.047
C  5.464  0.099  -0.490
C  5.602  0.575  0.804
C  4.474  0.854  1.554
C  3.216  0.692  0.991
P  1.681  0.973  1.945
C  1.533  2.776  1.849
C  0.792  3.467  2.807
C  0.570  4.823  2.670
C  1.054  5.500  1.560
C  1.763  4.812  0.587
C  2.000  3.459  0.730
C  2.274  0.672  3.651
C  2.660  1.617  4.600
C  2.934  1.220  5.895
C  2.848  -0.113  6.259
C  2.484  -1.063  5.312
C  2.186  -0.669  4.026
H  4.024  -6.653  1.929
H  1.693  -7.269  1.398
H  0.137  -5.583  0.523
H  3.231  -2.633  0.675
H  4.797  -4.335  1.559
H  -1.374  -3.276  1.797
H  -3.608  -4.316  1.806
H  -4.536  -5.253  -0.290
H  -3.229  -5.117  -2.376
H  -0.998  -4.071  -2.382
H  1.388  -4.594  -2.077
H  2.213  -4.348  -4.390
H  2.549  -2.090  -5.334
H  2.161  -0.104  -3.941
H  3.422  2.073  -2.330
H  3.333  4.149  -3.632
H  1.152  5.112  -4.280
H  -0.931  4.001  -3.584
H  -3.995  0.551  -2.830
H  -4.704  -0.884  -4.705
H  -3.083  -1.517  -6.460
H  -0.736  -0.756  -6.299
H  -0.024  0.638  -4.395
H  -3.346  2.945  -3.948
H  -5.080  4.638  -3.555
H  -5.411  5.587  -1.302
H  -3.925  4.884  0.552
H  -2.172  3.200  0.154
H  4.106  -0.412  -2.058
H  6.345  -0.157  -1.066
H  6.587  0.716  1.230
H  4.573  1.200  2.574
H  0.372  2.935  3.648
H  -0.016  5.342  3.418
H  0.866  6.559  1.441
H  2.124  5.322  -0.297
H  2.532  2.921  -0.038
H  2.742  2.659  4.322
H  3.218  1.959  6.633
H  3.048  -0.414  7.278
H  2.418  -2.106  5.587
H  1.862  -1.388  3.282
O  -1.327  -1.275  -1.678
H  -2.033  -1.043  -1.044
H  -1.729  -1.841  -2.339
F  -1.621  -1.240  3.223
N  -2.274  2.026  2.694
C  -2.475  2.677  3.648
N  -2.736  3.539  4.514
C  -2.772  3.623  5.789
N  -2.855  3.862  6.919
O  -3.226  -0.648  0.095
N  -4.533  -0.439  0.128
C  -5.375  -1.314  -0.515
C  -6.717  -1.086  -0.556
C  -7.270  0.042  0.073
C  -6.391  0.852  0.824
C  -5.057  0.599  0.846
H  -4.895  -2.170  -0.963
H  -7.351  -1.792  -1.074
H  -8.325  0.259  0.033
H  -6.775  1.682  1.400
H  -4.343  1.167  1.422

These are the Löwdin partial charges, in e, on atoms 1 to 6: number 1, Sn, carries 1.20; number 2, C, carries -0.12; number 3, C, carries -0.10; number 4, C, carries -0.09; number 5, C, carries -0.35; number 6, C, carries -0.10

2.
C61H50LiOP4 as an isolated structure. Source: OMol25; level of theory: the ωB97M-V functional and the def2-TZVPD basis.

## Properties
Charge: +1
LUMO level (eV): -1.8
Orbital gap (eV): 8.43
Maximum force (eV/A): 0.22

Positions of all 117 atoms, in Å:
Li  0.392  -0.793  0.622
O  1.234  -2.384  -0.470
C  0.307  -3.151  -1.178
C  0.502  -3.509  -2.497
C  -0.503  -4.211  -3.146
C  -1.680  -4.531  -2.483
C  -1.863  -4.151  -1.160
C  -0.861  -3.462  -0.486
P  -0.941  -2.826  1.224
C  -2.621  -3.262  1.761
C  -2.901  -4.337  2.601
C  -4.212  -4.611  2.967
C  -5.249  -3.825  2.487
C  -4.977  -2.753  1.648
C  -3.669  -2.464  1.294
C  0.211  -3.955  2.070
C  0.340  -5.300  1.725
C  1.293  -6.093  2.347
C  2.130  -5.548  3.313
C  2.010  -4.211  3.662
C  1.055  -3.417  3.040
C  2.548  -2.814  -0.336
C  2.929  -4.117  -0.611
C  4.261  -4.471  -0.466
C  5.204  -3.539  -0.055
C  4.803  -2.249  0.245
C  3.467  -1.870  0.131
P  2.827  -0.228  0.585
C  3.550  0.874  -0.672
C  4.779  1.515  -0.537
C  5.261  2.317  -1.562
C  4.528  2.476  -2.730
C  3.311  1.827  -2.878
C  2.821  1.034  -1.851
C  3.648  0.185  2.155
C  3.703  1.525  2.546
C  4.193  1.873  3.795
C  4.621  0.890  4.676
C  4.550  -0.444  4.304
C  4.066  -0.798  3.051
H  1.419  -3.237  -3.007
H  -0.367  -4.499  -4.180
H  -2.460  -5.077  -2.998
H  -2.788  -4.389  -0.646
H  -2.096  -4.956  2.976
H  -4.422  -5.443  3.627
H  -6.270  -4.044  2.772
H  -5.783  -2.133  1.275
H  -3.463  -1.612  0.652
H  -0.300  -5.726  0.961
H  1.387  -7.136  2.075
H  2.876  -6.167  3.794
H  2.659  -3.783  4.415
H  0.970  -2.369  3.310
H  2.198  -4.846  -0.935
H  4.564  -5.488  -0.681
H  6.245  -3.821  0.039
H  5.529  -1.521  0.588
H  5.357  1.396  0.371
H  6.214  2.819  -1.448
H  4.907  3.104  -3.526
H  2.740  1.938  -3.792
H  1.870  0.525  -1.971
H  3.369  2.302  1.868
H  4.242  2.917  4.080
H  5.005  1.163  5.650
H  4.880  -1.216  4.988
H  4.013  -1.844  2.777
C  -0.227  2.631  -0.552
P  -0.913  0.932  -0.689
C  -2.613  1.060  -0.051
C  -3.757  1.120  -0.840
C  -5.011  1.156  -0.245
C  -5.133  1.144  1.138
C  -3.996  1.093  1.933
C  -2.745  1.039  1.339
C  -1.071  0.469  -2.442
C  -0.406  1.132  -3.471
C  -0.484  0.663  -4.777
C  -1.229  -0.469  -5.070
C  -1.884  -1.144  -4.048
C  -1.796  -0.688  -2.743
P  -0.743  4.011  -1.681
C  -2.511  4.216  -1.253
C  -3.430  4.168  -2.297
C  -4.788  4.342  -2.053
C  -5.232  4.561  -0.760
C  -4.320  4.612  0.291
C  -2.968  4.446  0.044
C  -0.005  5.448  -0.813
C  -0.102  6.661  -1.498
C  0.392  7.832  -0.945
C  1.014  7.806  0.296
C  1.133  6.604  0.977
C  0.624  5.433  0.428
H  0.861  2.535  -0.636
H  -0.431  2.871  0.496
H  -3.674  1.146  -1.920
H  -5.896  1.209  -0.867
H  -6.113  1.178  1.596
H  -4.083  1.078  3.012
H  -1.860  0.969  1.965
H  0.163  2.029  -3.264
H  0.031  1.195  -5.568
H  -1.299  -0.825  -6.090
H  -2.462  -2.034  -4.265
H  -2.299  -1.237  -1.955
H  -3.078  3.994  -3.308
H  -5.493  4.311  -2.874
H  -6.288  4.702  -0.565
H  -4.668  4.788  1.301
H  -2.262  4.512  0.866
H  -0.574  6.686  -2.474
H  0.300  8.764  -1.488
H  1.408  8.717  0.727
H  1.621  6.576  1.943
H  0.736  4.512  0.986

These are the Löwdin partial charges, in e, on atoms 1 to 6: number 1, Li, carries 0.39; number 2, O, carries -0.16; number 3, C, carries -0.30; number 4, C, carries 0.00; number 5, C, carries -0.06; number 6, C, carries -0.07

DFT total energy per entry: -4351.14042 -3802.60912 Eh